one:
C4H11N2S | ωB97M-V/def2-TZVPD

Each line ends with the Mulliken charge.
Element x y z (Å)
C 0.91788 -0.71233 2.86984  -1.06
C 1.72538 0.26607 2.02580  -0.39
C 0.91566 1.47312 1.54511  -0.69
S -0.55407 1.04972 0.55007  -0.64
H 0.48548 -0.20932 3.73885  0.28
H 1.52992 -1.54977 3.21940  0.32
H 0.08905 -1.10240 2.28078  0.28
H 2.58592 0.61243 2.61111  0.30
H 2.10672 -0.25650 1.14327  0.23
H 1.57696 2.10449 0.94467  0.25
H 0.60358 2.06229 2.41461  0.25
N -1.17426 0.03861 -2.48900  -0.35
C -0.69038 -1.21580 -2.41930  0.32
N -0.93004 -2.11816 -3.30284  -0.79
H -1.88407 0.19674 -3.18554  0.24
H -1.12043 0.61540 -1.64811  0.06
H -0.05008 -1.37199 -1.54869  0.17
H -0.43061 -2.96362 -3.04534  0.22

Gap between HOMO and LUMO: 0.2539 hartree
Net charge: -1
Highest occupied orbital energy: -2.86 eV
E_LUMO: 4.0484 eV
M: 119.21 g/mol



two:
C4H11N2S | ωB97M-V/def2-TZVPD

Each line ends with the Mulliken charge.
Element x y z (Å)
N 2.36838 0.18224 0.52695  -0.65
C 1.34683 0.99863 1.15667  -0.66
N 0.07527 1.13378 0.44651  -0.33
C -0.92337 0.13562 0.77899  -0.30
C -1.67638 -0.31567 -0.46782  -0.87
C -0.85854 -1.20204 -1.40202  -0.65
S 0.37865 -0.25624 -2.41842  -0.70
H 2.61193 0.56241 -0.37042  0.31
H 2.02092 -0.73881 0.31943  0.28
H 1.16233 0.59622 2.15153  0.41
H 1.76820 1.99585 1.30209  0.32
H 0.26469 1.02930 -0.52859  0.10
H -0.53063 -0.76689 1.25515  0.31
H -1.71339 0.59118 1.42169  0.20
H -1.97130 0.57353 -1.03374  0.31
H -2.55301 -0.85368 -0.12837  0.40
H -0.27710 -1.96618 -0.90377  0.22
H -1.49347 -1.69925 -2.10586  0.29

Gap between HOMO and LUMO: 0.2467 hartree
Net charge: -1
Highest occupied orbital energy: -2.56 eV
E_LUMO: 4.1534 eV
M: 119.21 g/mol
SMILES: NCNCCC[S-]



three:
C4H11N2S | ωB97M-V/def2-TZVPD

Each line ends with the Mulliken charge.
Element x y z (Å)
C -0.04817 -0.18465 -0.10683  -0.87
N 1.52014 0.20601 0.54816  -0.45
C 1.33353 0.34635 1.99471  -0.37
N 0.19403 1.04256 2.56988  -0.65
C -0.02394 -0.46571 -1.58708  -0.31
C -1.44589 -0.56173 -2.14133  -0.82
S -1.59955 -1.46570 -3.69637  -0.64
H -0.92410 0.39427 0.19625  0.28
H -0.11451 -1.15020 0.38758  0.42
H 0.83563 0.84331 0.12483  0.20
H 1.38122 -0.64859 2.47616  0.32
H 2.25986 0.77859 2.33992  0.35
H -0.65787 0.58724 2.27548  0.30
H 0.15852 1.98323 2.20332  0.27
H 0.55094 0.24975 -2.16931  0.26
H 0.45279 -1.42602 -1.76716  0.27
H -1.79176 0.48334 -2.27212  0.22
H -2.08086 -1.01205 -1.37610  0.22

Gap between HOMO and LUMO: 0.2178 hartree
Net charge: -1
Highest occupied orbital energy: -2.45 eV
E_LUMO: 3.4711 eV
M: 119.21 g/mol



Question: of the structures shown, which is the least stable? Reply: three.